(1)
{"formula": "C8H10ClCoN", "method": "ωB97M-V/def2-TZVPD", "elements": ["C", "C", "C", "C", "C", "Co", "C", "C", "C", "N", "H", "H", "H", "H", "H", "H", "H", "H", "H", "H", "Cl"], "xyz": [[1.01, -1.30, -0.80], [-0.41, -1.14, -1.01], [-1.09, -1.89, 0.02], [-0.08, -2.42, 0.90], [1.20, -2.09, 0.36], [-0.44, -0.08, 0.88], [-1.27, 1.50, 0.02], [0.18, 1.90, -0.15], [0.71, 2.67, -1.16], [0.84, 1.20, 0.79], [-2.16, -2.09, 0.06], [-0.89, -0.69, -1.87], [-0.27, -3.06, 1.76], [2.17, -2.39, 0.77], [1.78, -0.91, -1.46], [-1.87, 1.44, -0.90], [1.72, 1.52, 1.20], [-1.77, 2.03, 0.85], [0.02, 3.22, -1.79], [1.78, 2.67, -1.32], [-1.18, -0.13, 2.84]], "s2": 3.771, "orbital_gap_ha": [0.1605, 0.1985], "total_charge": -2, "total_energy_ev": -60094.110, "lumo_energy_ha": [0.23910, 0.23494], "multiplicity": 4, "homo_ev": [2.1, 1.0]}



(2)
{"formula": "C41H67As3BaN8O2S3", "method": "ωB97M-V/def2-TZVPD", "elements": ["Ba", "C", "N", "C", "C", "N", "C", "C", "C", "C", "C", "C", "C", "S", "C", "C", "C", "C", "C", "C", "S", "H", "H", "H", "H", "H", "H", "H", "H", "H", "H", "H", "H", "H", "H", "H", "H", "H", "H", "C", "As", "C", "C", "C", "C", "C", "As", "C", "C", "C", "As", "C", "C", "H", "H", "H", "H", "H", "H", "H", "H", "H", "H", "H", "H", "H", "H", "H", "H", "H", "H", "H", "H", "H", "H", "H", "H", "H", "H", "H", "O", "H", "H", "O", "H", "H", "N", "C", "N", "N", "C", "N", "H", "H", "H", "H", "N", "H", "H", "H", "N", "S", "C", "C", "C", "C", "C", "C", "C", "C", "C", "C", "C", "C", "H", "H", "H", "H", "H", "H", "H", "H", "H", "H", "H"], "xyz": [[0.17, -0.22, -1.17], [-1.56, -3.41, -1.54], [-1.71, -2.34, -2.45], [-3.00, -1.74, -2.56], [-3.17, -0.46, -1.72], [-2.63, -0.45, -0.37], [-2.91, 0.83, 0.35], [-3.11, -1.51, 0.55], [-4.39, -2.05, 0.41], [-4.90, -2.87, 1.36], [-4.13, -3.32, 2.43], [-2.83, -2.90, 2.49], [-2.34, -1.94, 1.62], [-0.67, -1.47, 1.77], [-0.81, -2.50, -3.60], [-1.13, -3.70, -4.45], [-0.47, -3.97, -5.61], [0.84, -3.14, -5.83], [0.83, -1.71, -5.39], [-0.27, -1.29, -4.30], [-0.99, 0.32, -4.19], [-0.61, -3.33, -0.99], [-1.47, -4.40, -2.01], [-2.32, -3.44, -0.77], [-3.80, -2.48, -2.33], [-3.15, -1.44, -3.59], [-4.21, -0.12, -1.65], [-2.60, 0.29, -2.33], [-4.01, 1.05, 0.46], [-2.46, 1.65, -0.22], [-2.43, 0.82, 1.29], [-5.01, -1.77, -0.40], [-5.92, -3.26, 1.19], [-4.44, -4.01, 3.22], [-2.16, -3.11, 3.29], [-2.05, -4.20, -4.14], [-0.70, -4.83, -6.25], [1.07, -3.32, -6.89], [1.10, -0.84, -6.06], [-1.01, 3.93, -1.16], [-1.73, 4.44, 0.57], [-3.59, 4.89, 0.08], [-0.87, 6.19, 0.67], [-0.24, 6.60, 1.97], [0.12, 8.05, 1.83], [1.13, 5.92, 2.19], [1.33, 4.01, 2.72], [3.26, 3.99, 3.02], [0.88, 4.06, 4.70], [-1.12, 6.41, 3.19], [-2.98, 7.20, 3.37], [-3.76, 5.33, 3.54], [-3.08, 7.34, 5.37], [-1.15, 4.67, -1.98], [-1.38, 3.07, -1.77], [0.03, 3.83, -0.96], [-3.59, 5.57, -0.81], [-4.11, 5.40, 0.94], [-4.11, 3.96, -0.16], [-1.61, 6.97, 0.39], [-0.11, 6.17, -0.08], [0.75, 8.20, 0.90], [0.71, 8.56, 2.61], [-0.74, 8.66, 1.86], [1.72, 6.60, 2.88], [1.69, 5.98, 1.22], [3.62, 4.89, 3.50], [3.77, 3.79, 2.06], [3.46, 3.25, 3.79], [1.32, 5.09, 5.07], [1.40, 3.25, 5.06], [-0.19, 3.81, 4.90], [-0.57, 6.81, 4.08], [-1.29, 5.32, 3.30], [-3.45, 4.73, 2.74], [-4.88, 5.28, 3.62], [-3.43, 4.90, 4.56], [-2.51, 8.19, 5.86], [-2.74, 6.42, 5.86], [-4.12, 7.57, 5.60], [1.82, 0.68, 1.03], [2.12, -0.26, 1.08], [1.54, 0.93, 1.95], [0.04, 1.09, 3.83], [-0.44, 1.81, 3.33], [-0.34, 0.33, 3.51], [3.85, -4.14, -4.11], [2.86, -4.26, -5.02], [2.85, -5.24, -6.04], [1.87, -3.46, -4.91], [1.74, -2.03, -4.21], [0.60, -1.96, -3.21], [4.24, -4.98, -3.66], [3.68, -3.31, -3.49], [3.70, -5.22, -6.62], [2.12, -5.02, -6.67], [2.54, 0.77, -2.72], [2.74, -0.15, -3.21], [3.45, 1.20, -2.61], [2.06, 1.40, -3.38], [2.42, -1.98, -0.11], [2.42, -3.19, 0.92], [1.53, -4.49, 0.20], [1.90, -5.09, -1.07], [1.11, -6.13, -1.52], [0.02, -6.60, -0.87], [-0.31, -6.01, 0.29], [0.35, -4.93, 0.80], [4.02, -4.00, 0.96], [5.06, -3.54, 0.18], [6.32, -4.04, 0.47], [6.51, -5.04, 1.40], [5.42, -5.54, 2.15], [4.14, -5.02, 1.91], [2.39, -2.36, -1.06], [2.90, -4.91, -1.49], [1.43, -6.57, -2.45], [-0.53, -7.38, -1.38], [-1.14, -6.34, 0.85], [-0.01, -4.41, 1.75], [4.93, -2.80, -0.60], [7.16, -3.58, 0.00], [7.52, -5.35, 1.59], [5.63, -6.33, 2.91], [3.33, -5.32, 2.55]], "e_above_lowest_kj_mol": 803.5, "orbital_gap_ha": 0.2405, "total_energy_ev": -275328.716, "lumo_energy_ha": 0.00276, "multiplicity": 1, "homo_ev": -6.5}



(3)
{"formula": "C4H8O2", "method": "ωB97M-V/def2-TZVPD", "elements": ["C", "C", "C", "O", "C", "O", "H", "H", "H", "H", "H", "H", "H", "H"], "xyz": [[1.73, -0.45, 0.64], [0.46, 0.19, 0.99], [-0.81, 0.36, -0.96], [-2.10, 0.88, -1.17], [-0.77, -0.38, 0.49], [-0.70, -1.69, 0.47], [2.07, -1.09, 1.46], [2.51, 0.29, 0.45], [1.54, -1.14, -0.20], [0.48, 1.07, 1.65], [-0.05, 1.16, -1.10], [-0.56, -0.48, -1.61], [-2.14, 1.21, -2.07], [-1.67, 0.07, 0.97]], "e_above_lowest_kj_mol": 489.7, "orbital_gap_ha": [0.2852, 0.2400], "total_energy_ev": -8368.206, "lumo_energy_ha": [-0.02804, -0.05171], "multiplicity": 1, "homo_ev": [-8.5, -7.9]}



(4)
{"formula": "C12H19P", "method": "ωB97M-V/def2-TZVPD", "elements": ["C", "C", "C", "C", "C", "C", "C", "C", "C", "C", "C", "C", "P", "H", "H", "H", "H", "H", "H", "H", "H", "H", "H", "H", "H", "H", "H", "H", "H", "H", "H", "H"], "xyz": [[2.19, -0.02, -0.01], [2.60, -0.87, 0.96], [-0.31, -0.33, 0.15], [1.18, -1.91, -1.16], [1.43, -2.81, 0.09], [0.95, -0.41, -0.77], [1.59, -1.88, 1.27], [-0.14, 2.96, 0.54], [-2.29, -0.17, -1.13], [-2.32, 0.93, 1.08], [-0.85, 2.11, -0.61], [-1.40, 0.70, -0.12], [-0.14, -1.19, 1.63], [2.90, 0.87, -0.35], [3.41, -0.56, 1.67], [2.06, -1.97, -1.78], [0.32, -2.29, -1.80], [0.63, -3.65, 0.27], [2.34, -3.31, -0.22], [0.83, 0.19, -1.68], [1.89, -2.48, 2.15], [0.56, 3.60, 0.07], [0.35, 2.22, 1.11], [-0.77, 3.52, 1.24], [-3.13, 0.53, -1.41], [-1.80, -0.30, -2.08], [-2.60, -1.11, -0.74], [-2.70, 1.91, 0.85], [-1.63, 0.94, 1.87], [-3.14, 0.16, 1.26], [-0.25, 1.96, -1.44], [-1.75, 2.65, -0.93]], "smiles": "CCC(C)(C)C1=P[C@@H]2C=C[C@H]1CC2", "e_above_lowest_kj_mol": 146.1, "orbital_gap_ha": 0.3200, "total_energy_ev": -22038.241, "lumo_energy_ha": 0.01722, "multiplicity": 1, "homo_ev": -8.2}



(5)
{"formula": "C4H6BrN3", "method": "ωB97M-V/def2-TZVPD", "elements": ["C", "C", "C", "C", "N", "N", "N", "Br", "H", "H", "H", "H", "H", "H"], "xyz": [[0.92, 1.96, 0.14], [-0.36, 1.48, -0.17], [1.57, 0.81, 0.31], [0.40, -2.51, -0.14], [-0.55, 0.20, -0.12], [0.71, -0.28, 0.15], [1.12, -1.54, 0.22], [-4.13, 0.32, -0.08], [1.34, 2.95, 0.29], [-1.30, 2.13, -0.32], [2.57, 0.63, 0.68], [-2.98, 0.35, -0.77], [-0.65, -2.36, -0.33], [0.81, -3.57, 0.20]], "smiles": "C=Nn1cccn1.Br", "e_above_lowest_kj_mol": 198.0, "orbital_gap_ha": 0.3686, "total_energy_ev": -78755.421, "lumo_energy_ha": 0.01982, "multiplicity": 1, "homo_ev": -9.5}



(6)
{"formula": "C3H9NO2S", "method": "ωB97M-V/def2-TZVPD", "elements": ["C", "C", "C", "N", "O", "O", "S", "H", "H", "H", "H", "H", "H", "H", "H", "H"], "xyz": [[-0.35, -0.15, 1.41], [-0.76, -1.17, -0.90], [-0.22, -0.04, -0.07], [-0.59, 1.29, -0.51], [2.16, -1.14, 0.46], [2.00, 1.40, 0.24], [1.71, -0.11, -0.38], [-1.42, -0.36, 1.53], [0.28, -0.96, 1.86], [-0.19, 0.85, 1.91], [-1.52, -0.82, -1.73], [-1.04, -1.96, -0.22], [0.20, -1.56, -1.37], [1.32, 1.99, 0.01], [-0.07, 1.33, -1.46], [-1.54, 1.41, -0.78]], "e_above_lowest_kj_mol": 273.9, "orbital_gap_ha": 0.3567, "total_energy_ev": -19675.574, "lumo_energy_ha": 0.02434, "multiplicity": 1, "homo_ev": -9.0}



(7)
{"formula": "C6H13NO", "method": "ωB97M-V/def2-TZVPD", "elements": ["C", "C", "C", "C", "C", "N", "C", "O", "H", "H", "H", "H", "H", "H", "H", "H", "H", "H", "H", "H", "H"], "xyz": [[-0.67, -1.76, 0.91], [-0.01, -0.61, 0.12], [-0.85, -0.30, -1.11], [-0.20, 0.72, -1.99], [-0.71, 1.47, -2.96], [0.07, 0.63, 0.92], [1.26, 0.84, 1.65], [1.56, -0.33, 2.52], [-0.37, -2.72, 0.48], [-0.26, -1.78, 1.91], [-1.76, -1.74, 0.81], [0.97, -0.94, -0.18], [-0.99, -1.22, -1.69], [-1.89, -0.05, -0.92], [0.84, 0.84, -1.87], [-1.75, 1.70, -3.16], [-0.08, 2.10, -3.57], [-0.68, 0.59, 1.59], [2.17, 0.94, 1.05], [1.10, 1.66, 2.35], [2.24, -0.04, 3.15]], "smiles": "C=CC[C@H](C)NCO", "e_above_lowest_kj_mol": 202.5, "orbital_gap_ha": 0.3771, "total_energy_ev": -9969.076, "lumo_energy_ha": 0.03346, "multiplicity": 1, "homo_ev": -9.4}